The following is a DFT calculation (ωB97M-V/def2-TZVPD) of a 7-piece molecular cluster, C19H36FN5O26S7 overall at a distorted geometry.

Calculated values
ΔE to the lowest compared entry with this formula, charge and spin = 124.4 kcal per mole
E = -159526.05644 eV
Kohn-Sham gap = 8.93 eV
SMILES string = NC(N)(N)CN(c1ccccn1)S(=O)(=O)F.O=S1(=O)OCCO1.O=S1(=O)OCCO1.O=S1(=O)OCCO1.O=S1(=O)OCCO1.O=S1(=O)OCCO1.O=S1(=O)OCCO1
LUMO level = -1.3 eV

Structure (ORCA input):
```
! wB97M-V def2-TZVPD RIJCOSX def2/J DEFGRID3
* xyz 0 1
N -0.48 6.53 0.18
C -0.81 5.18 0.71
N -0.77 4.24 -0.47
N -2.22 5.29 1.27
C 0.11 4.69 1.94
N 1.59 4.82 1.71
C 2.08 6.19 2.04
C 3.06 6.86 1.07
C 3.66 8.30 1.20
C 3.16 8.99 2.52
C 2.21 8.16 3.40
N 1.66 6.87 3.21
S 2.52 3.74 2.69
O 2.07 2.31 2.64
O 3.95 3.78 2.17
F 2.59 4.28 4.27
H 0.34 6.48 -0.43
H -0.29 7.17 0.98
H 0.23 4.27 -0.76
H -1.25 4.73 -1.25
H -2.11 5.97 2.04
H -2.37 4.37 1.75
H -0.24 5.15 2.94
H -0.09 3.55 2.07
H 3.37 6.25 0.14
H 4.38 8.77 0.47
H 3.49 10.06 2.80
H 1.88 8.68 4.38
O -3.03 1.94 3.21
S -2.73 2.63 4.43
O -1.39 2.87 4.87
O -3.55 1.91 5.63
C -4.40 2.87 6.27
C -4.73 3.88 5.19
O -3.53 4.04 4.43
H -3.84 3.33 7.09
H -5.29 2.38 6.67
H -5.05 4.84 5.60
H -5.51 3.50 4.51
O -1.63 -2.02 -1.71
S -2.78 -1.16 -1.72
O -3.86 -1.33 -2.63
O -2.26 0.37 -1.80
C -2.74 1.10 -0.67
C -2.89 0.07 0.44
O -3.38 -1.11 -0.21
H -3.71 1.54 -0.93
H -2.05 1.90 -0.40
H -3.58 0.39 1.22
H -1.92 -0.17 0.89
O -4.56 -7.54 -0.03
S -4.91 -6.25 0.47
O -5.68 -6.06 1.66
O -5.59 -5.41 -0.74
C -4.84 -4.21 -0.97
C -3.42 -4.54 -0.56
O -3.55 -5.37 0.60
H -5.26 -3.42 -0.35
H -4.91 -3.92 -2.02
H -2.83 -3.65 -0.33
H -2.91 -5.12 -1.33
O 9.59 2.12 -0.88
S 8.28 2.26 -1.43
O 8.06 2.53 -2.82
O 7.47 3.35 -0.56
C 6.29 2.76 -0.02
C 6.62 1.28 0.13
O 7.41 0.96 -1.01
H 5.48 2.91 -0.74
H 6.02 3.22 0.93
H 5.72 0.66 0.17
H 7.22 1.10 1.02
O 2.04 -7.26 -2.61
S 0.89 -6.39 -2.62
O -0.19 -6.55 -3.54
O 1.42 -4.86 -2.70
C 0.93 -4.13 -1.57
C 0.78 -5.16 -0.46
O 0.29 -6.33 -1.11
H -0.03 -3.69 -1.83
H 1.63 -3.34 -1.30
H 0.09 -4.84 0.32
H 1.74 -5.41 -0.01
O 1.42 -11.91 -7.38
S 0.28 -11.04 -7.39
O -0.81 -11.20 -8.30
O 0.80 -9.51 -7.46
C 0.32 -8.78 -6.33
C 0.16 -9.82 -5.23
O -0.33 -10.99 -5.88
H -0.64 -8.34 -6.60
H 1.02 -7.99 -6.06
H -0.53 -9.49 -4.45
H 1.13 -10.06 -4.77
*
```